(1)
{"formula": "H18O9", "method": "wB97M-V/def2-TZVPD", "symbols": ["O", "H", "H", "O", "H", "H", "O", "H", "H", "O", "H", "H", "O", "H", "H", "O", "H", "H", "O", "H", "H", "O", "H", "H", "O", "H", "H"], "positions_angstrom": [[-1.305, -2.815, -0.584], [-2.277, -2.580, -0.873], [-1.233, -3.407, -1.324], [-0.033, 0.031, 1.750], [0.119, 1.001, 1.599], [0.838, -0.240, 1.855], [-0.901, 0.303, -2.464], [-0.894, 1.115, -1.822], [-1.680, -0.178, -1.947], [0.107, -3.914, 0.910], [0.031, -3.975, -0.018], [-0.595, -3.384, 1.211], [3.566, 1.334, -0.110], [2.676, 1.416, 0.094], [3.912, 1.515, 0.863], [-0.668, 2.960, -2.609], [-0.451, 3.820, -2.362], [-1.381, 2.804, -1.979], [-3.458, -0.118, 0.666], [-2.582, 0.409, 0.637], [-3.177, -0.998, 0.825], [2.664, -1.217, 1.659], [3.079, -0.603, 2.254], [3.429, -1.623, 1.207], [-0.160, 2.647, 0.331], [0.712, 2.191, 0.062], [-0.340, 3.505, 0.168]], "forces_ev_per_angstrom": [[-4.8, 1.8, -2.0], [2.4, 0.1, 1.4], [1.0, -0.9, -0.7], [-2.0, 2.7, -0.5], [-1.0, -1.1, 0.3], [2.6, -1.8, 0.2], [-3.0, 0.6, 4.1], [0.7, -2.2, -2.1], [2.4, 0.9, -1.9], [2.6, -1.9, 2.0], [0.0, 0.0, -0.9], [-1.1, 0.9, 0.2], [3.6, 0.6, 3.1], [-2.9, -0.1, 0.0], [-0.4, -0.6, -3.1], [-0.9, -1.6, -0.2], [1.1, 2.6, 0.2], [-0.3, -0.3, -0.3], [1.7, 2.6, -0.6], [-2.0, -1.4, 0.3], [0.5, -1.3, 0.4], [0.4, -0.4, -0.5], [0.3, 0.4, 0.6], [-0.7, 0.2, 0.1], [1.9, -6.7, 1.2], [-2.3, 2.3, 0.0], [0.3, 4.4, -1.2]], "mulliken_charge": [-0.636, 0.294, 0.303, -0.502, 0.298, 0.274, -0.599, 0.272, 0.351, -0.606, 0.322, 0.319, -0.594, 0.258, 0.330, -0.601, 0.274, 0.310, -0.646, 0.314, 0.304, -0.635, 0.281, 0.319, -0.591, 0.363, 0.223], "mol_weight_g_mol": 162.14, "max_force_ha_per_bohr": 0.1368, "orbital_gap_ev": 10.271, "homo_energy_ev": -10.55, "charge": 0, "e_above_lowest_kj_mol": 516.8, "e_lumo_ev": -0.28, "e_tot_ha": -687.82897, "smiles": "O.O.O.O.O.O.O.O.O"}



(2)
{"formula": "H18O9", "method": "wB97M-V/def2-TZVPD", "symbols": ["O", "H", "H", "O", "H", "H", "O", "H", "H", "O", "H", "H", "O", "H", "H", "O", "H", "H", "O", "H", "H", "O", "H", "H", "O", "H", "H"], "positions_angstrom": [[-0.134, 0.261, -1.246], [-0.880, -0.326, -1.416], [-0.223, 0.490, -0.314], [0.025, -1.050, -6.224], [-0.627, -1.742, -6.385], [-0.291, -0.610, -5.427], [0.674, 3.554, -2.628], [1.043, 2.721, -2.314], [1.195, 3.760, -3.412], [1.224, 1.694, 1.527], [1.427, 2.619, 1.347], [0.262, 1.670, 1.575], [0.896, -1.117, -2.814], [1.500, -0.812, -3.500], [0.585, -1.970, -3.137], [3.416, -1.544, 2.922], [2.914, -0.890, 2.423], [2.744, -2.040, 3.402], [-3.032, -1.258, 1.369], [-2.379, -1.635, 0.769], [-3.798, -1.091, 0.809], [-1.403, -0.739, 3.071], [-2.303, -1.066, 2.963], [-0.924, -1.487, 3.442], [-0.854, 0.544, 4.346], [-1.035, 1.290, 4.929], [-0.021, 0.776, 3.921]], "forces_ev_per_angstrom": [[-0.6, 0.7, 1.0], [0.2, 0.1, -0.1], [0.0, 0.1, 0.0], [-0.1, -0.1, 0.1], [0.1, 0.1, -0.1], [0.0, 0.1, 0.0], [0.2, 0.0, -0.1], [-0.2, -0.1, 0.1], [-0.1, 0.0, 0.1], [-0.2, 0.0, 0.0], [0.1, -0.1, 0.0], [0.0, 0.0, 0.1], [0.2, -0.7, -0.9], [0.0, -0.1, 0.0], [0.2, -0.1, -0.1], [-0.2, 0.0, 0.0], [0.1, 0.0, 0.0], [0.1, 0.0, 0.0], [-1.0, -0.2, -1.2], [0.1, 0.1, 0.3], [-0.1, 0.0, 0.1], [-0.8, -4.5, -3.4], [0.2, 0.0, -0.3], [-0.1, 0.1, 0.1], [1.4, 4.1, 3.9], [0.4, 0.4, 0.5], [0.0, 0.1, 0.0]], "mulliken_charge": [-0.520, 0.277, 0.251, -0.642, 0.317, 0.326, -0.637, 0.311, 0.314, -0.610, 0.307, 0.310, -0.546, 0.270, 0.283, -0.643, 0.324, 0.310, -0.608, 0.290, 0.292, -0.610, 0.326, 0.284, -0.525, 0.252, 0.296], "mol_weight_g_mol": 162.13, "max_force_ha_per_bohr": 0.1133, "orbital_gap_ev": 8.823, "homo_energy_ev": -8.76, "charge": 0, "e_above_lowest_kj_mol": 527.8, "e_lumo_ev": 0.07, "e_tot_ha": -687.82477, "smiles": "O.O.O.O.O.O.O.O.O"}



(3)
{"formula": "H18O9", "method": "wB97M-V/def2-TZVPD", "symbols": ["O", "H", "H", "O", "H", "H", "O", "H", "H", "O", "H", "H", "O", "H", "H", "O", "H", "H", "O", "H", "H", "O", "H", "H", "O", "H", "H"], "positions_angstrom": [[-0.259, 1.996, -1.456], [-0.506, 2.562, -2.187], [0.415, 1.419, -1.815], [0.025, -0.012, 0.928], [-0.904, 0.211, 0.878], [0.444, 0.558, 0.283], [2.475, 0.802, -1.450], [2.535, 1.755, -1.391], [3.219, 0.483, -0.940], [-3.118, 0.351, 1.268], [-4.059, 0.451, 1.412], [-2.739, 1.174, 1.576], [1.252, -1.350, -2.482], [1.601, -0.598, -2.004], [1.797, -1.409, -3.267], [-1.160, -2.846, 2.650], [-0.263, -2.534, 2.526], [-1.561, -2.199, 3.231], [1.329, -2.390, 0.186], [0.792, -1.709, 0.591], [1.290, -2.200, -0.752], [-2.526, 0.776, -2.285], [-1.829, 1.199, -1.783], [-3.088, 0.375, -1.622], [1.804, 0.865, 2.924], [1.082, 0.522, 2.397], [1.951, 1.747, 2.585]], "forces_ev_per_angstrom": [[0.4, 0.1, 0.6], [-0.1, 0.4, -0.3], [0.1, -0.2, -0.4], [0.5, -0.8, 0.0], [-0.8, -0.2, -0.1], [0.2, 0.5, -0.3], [-0.2, -0.1, 0.3], [0.0, 0.5, -0.1], [0.4, -0.1, 0.2], [0.6, -0.2, -0.2], [-0.3, -0.1, 0.0], [-0.1, 0.4, 0.2], [-0.4, -0.8, 0.9], [0.2, 0.8, -0.2], [0.2, -0.2, -0.3], [0.1, -0.4, -0.6], [0.5, 0.0, 0.2], [-0.4, 0.4, 0.3], [1.0, -1.6, 1.3], [-1.3, 1.8, 1.0], [-0.1, 0.1, -2.7], [-0.3, -0.2, -0.3], [0.2, 0.0, 0.2], [-0.3, -0.1, 0.1], [0.4, -0.2, 0.2], [-0.3, 0.0, -0.1], [0.1, 0.3, 0.1]], "lowdin_spin": [0.000, 0.000, 0.000, -0.002, 0.000, 0.000, 0.000, 0.000, 0.000, 0.000, 0.000, 0.000, 0.026, -0.001, 0.000, 0.219, -0.002, 0.003, 0.723, 0.009, 0.012, 0.001, 0.000, 0.000, 0.013, 0.000, 0.000], "mol_weight_g_mol": 162.14, "max_force_ha_per_bohr": 0.0532, "orbital_gap_ev": [10.283, 2.710], "homo_energy_ev": [-13.73, -13.72], "multiplicity": 2, "charge": 1, "s_squared": 0.756, "e_above_lowest_kj_mol": 86.3, "e_lumo_ev": [-3.45, -11.01], "e_tot_ha": -687.54720}



(4)
{"formula": "H19O9", "method": "wB97M-V/def2-TZVPD", "symbols": ["O", "H", "H", "O", "H", "O", "H", "H", "O", "H", "H", "O", "H", "H", "O", "H", "H", "O", "H", "H", "O", "H", "H", "O", "H", "H", "H", "H"], "positions_angstrom": [[-1.644, 0.133, 1.094], [-1.768, -0.286, -0.168], [1.051, -0.560, -2.922], [1.218, -2.451, -1.586], [1.229, -3.339, -0.989], [1.782, 0.030, 3.834], [3.060, 2.288, 0.004], [1.142, 0.593, 3.406], [3.473, 1.694, -0.642], [1.694, 0.086, 4.745], [1.792, -2.091, -0.879], [-1.207, -0.885, -1.120], [1.285, 1.181, -0.174], [-0.229, -0.393, -1.576], [0.367, 1.257, -0.072], [0.401, 1.708, -0.896], [-1.007, -1.655, -0.521], [-3.246, 2.567, 0.743], [-0.652, -0.099, 1.197], [-3.716, 3.009, 1.264], [-1.398, -3.276, 0.249], [3.291, 1.887, -1.474], [-2.815, 1.832, 1.248], [0.641, 0.304, -2.575], [-1.958, -2.742, 0.759], [-1.799, -2.927, -0.675], [-1.507, 1.127, 0.924], [0.521, 1.006, -3.200]], "forces_ev_per_angstrom": [[0.9, 1.2, -0.4], [1.6, -0.3, -1.0], [-0.5, 1.8, 0.0], [0.9, -3.1, 3.3], [-0.9, 1.9, -2.6], [0.8, -0.7, -2.7], [0.2, 0.1, -0.7], [-0.3, 0.3, 0.1], [1.3, -1.9, 6.5], [-0.5, 0.4, 2.6], [0.1, 1.3, -0.7], [0.5, 1.2, 0.6], [3.2, -1.4, 1.3], [-2.8, -0.8, 1.0], [-1.1, 0.4, 1.0], [-1.8, 1.4, -2.0], [1.1, 0.6, -0.9], [6.9, -6.9, -6.5], [-1.1, 0.0, 0.1], [-6.2, 5.8, 7.1], [-0.4, 0.5, -4.6], [-1.6, 1.9, -5.7], [-1.4, 1.3, -0.3], [1.0, -2.9, 1.0], [-1.3, 0.9, 2.3], [1.2, -2.2, 2.3], [0.2, -1.4, 0.1], [-0.2, 0.4, -1.2]], "lowdin_spin": [0.083, 0.022, 0.030, 0.063, 0.020, 0.051, 0.013, 0.022, 0.046, 0.003, 0.036, 0.057, 0.024, 0.019, 0.074, 0.040, 0.019, 0.041, 0.072, 0.004, 0.053, 0.015, 0.015, 0.075, 0.019, 0.016, 0.029, 0.039], "mol_weight_g_mol": 163.14, "max_force_ha_per_bohr": 0.2283, "orbital_gap_ev": [3.462, 11.281], "homo_energy_ev": [-3.27, -11.46], "multiplicity": 2, "charge": 0, "s_squared": 0.751, "e_above_lowest_kj_mol": 376.0, "e_lumo_ev": [0.19, -0.18], "e_tot_ha": -688.27172}



> What is the charge in the fourth record?

0



Please write out number 3 again, unchanged.
{"formula": "H18O9", "method": "wB97M-V/def2-TZVPD", "symbols": ["O", "H", "H", "O", "H", "H", "O", "H", "H", "O", "H", "H", "O", "H", "H", "O", "H", "H", "O", "H", "H", "O", "H", "H", "O", "H", "H"], "positions_angstrom": [[-0.259, 1.996, -1.456], [-0.506, 2.562, -2.187], [0.415, 1.419, -1.815], [0.025, -0.012, 0.928], [-0.904, 0.211, 0.878], [0.444, 0.558, 0.283], [2.475, 0.802, -1.450], [2.535, 1.755, -1.391], [3.219, 0.483, -0.940], [-3.118, 0.351, 1.268], [-4.059, 0.451, 1.412], [-2.739, 1.174, 1.576], [1.252, -1.350, -2.482], [1.601, -0.598, -2.004], [1.797, -1.409, -3.267], [-1.160, -2.846, 2.650], [-0.263, -2.534, 2.526], [-1.561, -2.199, 3.231], [1.329, -2.390, 0.186], [0.792, -1.709, 0.591], [1.290, -2.200, -0.752], [-2.526, 0.776, -2.285], [-1.829, 1.199, -1.783], [-3.088, 0.375, -1.622], [1.804, 0.865, 2.924], [1.082, 0.522, 2.397], [1.951, 1.747, 2.585]], "forces_ev_per_angstrom": [[0.4, 0.1, 0.6], [-0.1, 0.4, -0.3], [0.1, -0.2, -0.4], [0.5, -0.8, 0.0], [-0.8, -0.2, -0.1], [0.2, 0.5, -0.3], [-0.2, -0.1, 0.3], [0.0, 0.5, -0.1], [0.4, -0.1, 0.2], [0.6, -0.2, -0.2], [-0.3, -0.1, 0.0], [-0.1, 0.4, 0.2], [-0.4, -0.8, 0.9], [0.2, 0.8, -0.2], [0.2, -0.2, -0.3], [0.1, -0.4, -0.6], [0.5, 0.0, 0.2], [-0.4, 0.4, 0.3], [1.0, -1.6, 1.3], [-1.3, 1.8, 1.0], [-0.1, 0.1, -2.7], [-0.3, -0.2, -0.3], [0.2, 0.0, 0.2], [-0.3, -0.1, 0.1], [0.4, -0.2, 0.2], [-0.3, 0.0, -0.1], [0.1, 0.3, 0.1]], "lowdin_spin": [0.000, 0.000, 0.000, -0.002, 0.000, 0.000, 0.000, 0.000, 0.000, 0.000, 0.000, 0.000, 0.026, -0.001, 0.000, 0.219, -0.002, 0.003, 0.723, 0.009, 0.012, 0.001, 0.000, 0.000, 0.013, 0.000, 0.000], "mol_weight_g_mol": 162.14, "max_force_ha_per_bohr": 0.0532, "orbital_gap_ev": [10.283, 2.710], "homo_energy_ev": [-13.73, -13.72], "multiplicity": 2, "charge": 1, "s_squared": 0.756, "e_above_lowest_kj_mol": 86.3, "e_lumo_ev": [-3.45, -11.01], "e_tot_ha": -687.54720}



> Which value of charge does entry 4 give?

0